[1]
Formula: C3H12O2Si2
Source: the Open Molecules 2025 dataset
Level of theory: ωB97M-V/def2-TZVPD

Last column: natural (NBO) charge in e.
Geometry (Å):
1 Si 0.26990 -0.36673 0.05818  1.6637
2 Si -1.65057 0.84038 0.39214  0.6119
3 O 0.18555 -1.63085 -0.85996  -0.9426
4 O 0.98623 -0.70363 1.43944  -0.9464
5 C -1.37080 2.68172 0.61961  -1.0695
6 C -0.31504 -1.55975 -2.14992  -0.2512
7 C 2.29244 -1.30570 1.47209  -0.2597
8 H 2.78127 -1.06351 2.47210  0.1966
9 H -1.51934 3.36030 -0.16469  0.2497
10 H -2.42491 0.41384 -0.66816  -0.1703
11 H -2.04932 3.06831 1.38443  0.2476
12 H -2.24188 0.29210 1.60035  -0.1432
13 H -0.29017 2.71539 0.85768  0.2546
14 H 2.80271 -0.85702 0.59554  0.2031
15 H 0.39273 -2.12181 -2.78308  0.1965
16 H 1.71475 1.13814 -1.04479  -0.4023
17 H -1.35275 -2.00515 -2.20771  0.1877
18 H -0.30960 -0.44863 -2.47690  0.1838
19 H 2.09882 -2.44739 1.46363  0.1899

**Calculated total energy**: -850.89865 hartree
**Highest occupied orbital energy**: -8.3 eV
**Molar mass**: 136.3 g/mol
**Energy relative to the best compared isomer or geometry (same formula, charge and spin)**: 4.958 eV

***

[2]
Formula: C5H10NO
Source: the Open Molecules 2025 dataset
Level of theory: ωB97M-V/def2-TZVPD

Last column: natural (NBO) charge in e.
Geometry (Å):
1 O -0.03978 1.00847 -2.30297  -0.5333
2 N -2.39330 -0.51940 1.35245  -0.7014
3 C -0.20878 -0.43282 0.31672  -0.0998
4 C 1.12796 0.73171 -2.23439  0.4532
5 C 1.87035 0.34284 -0.97226  -0.5218
6 C -0.89913 -0.95054 1.33716  -0.0916
7 C 0.98851 0.48284 0.27500  -0.4490
8 H -2.64626 -0.51050 2.33900  0.4489
9 H -2.87661 -1.30538 0.90989  0.4491
10 H 1.72692 0.54554 -3.14904  0.1284
11 H -0.70926 -1.37172 2.31348  0.2265
12 H 0.64622 1.50258 0.44767  0.2609
13 H -2.56248 0.37268 0.89854  0.4551
14 H 1.63301 0.19445 1.11298  0.2367
15 H 2.71660 1.03398 -0.90099  0.2563
16 H -0.68792 -0.47692 -0.66555  0.2326
17 H 2.31396 -0.64782 -1.07769  0.2491

**SMILES**: [NH3+]/C=C/CCC=O
**Calculated total energy**: -326.16832 hartree
**Total charge**: +1
**Highest occupied orbital energy**: -13.2 eV
**Molar mass**: 100.1 g/mol
**Energy relative to the best compared isomer or geometry (same formula, charge and spin)**: 3.088 eV

***

[3]
Formula: C7H11N3O4
Source: the Open Molecules 2025 dataset
Level of theory: ωB97M-V/def2-TZVPD

Last column: natural (NBO) charge in e.
Geometry (Å):
1 O -2.94492 -1.08962 0.48099  -0.6397
2 O 2.38579 0.48140 1.41787  -0.5876
3 O -2.77766 1.00478 1.05307  -0.5574
4 O -0.56264 -2.18930 -0.78983  -0.5960
5 N 0.24027 0.86707 0.59926  -0.4508
6 N 1.12613 -1.08326 0.34709  -0.4646
7 N -1.09914 0.73811 -1.33245  -0.5901
8 C 1.99555 -2.20642 0.58116  -0.4192
9 C -0.08526 -1.19893 -0.27513  0.6941
10 C 1.36676 0.19252 0.88338  0.8007
11 C -2.20305 0.03670 0.59122  0.7812
12 C -0.01862 2.07674 1.41394  -0.4364
13 C 0.00329 0.60403 -2.32495  -0.4403
14 C -0.84082 0.06598 -0.06711  0.0554
15 H -0.94307 1.92264 1.91253  0.2336
16 H -0.36815 -0.20438 -2.92379  0.2183
17 H 2.96785 -2.03703 0.17613  0.2182
18 H 0.98635 0.35600 -1.82153  0.1822
19 H -2.38751 -1.67673 -0.07785  0.5009
20 H 1.56034 -3.00870 -0.13341  0.2392
21 H -1.21227 1.70917 -1.08204  0.3754
22 H 2.07199 -2.41541 1.61486  0.2189
23 H 0.81079 2.54942 2.04789  0.2567
24 H -0.27186 2.93323 0.64252  0.1847
25 H 0.19987 1.57199 -2.93382  0.2227

**SMILES**: CN[C@@]1(C(=O)O)C(=O)N(C)C(=O)N1C
**Calculated total energy**: -738.57307 hartree
**Highest occupied orbital energy**: -9.9 eV
**Molar mass**: 201.2 g/mol
**Energy relative to the best compared isomer or geometry (same formula, charge and spin)**: 0.497 eV

***

[4]
Formula: C18H16N4O2
Source: the Open Molecules 2025 dataset
Level of theory: ωB97M-V/def2-TZVPD

Last column: natural (NBO) charge in e.
Geometry (Å):
1 O 3.73070 -2.10542 1.28930  -0.2819
2 O -0.33511 -2.53193 -2.15658  -0.6091
3 N 2.64552 -1.99715 0.36661  -0.1143
4 N 1.57482 -3.35771 -1.29445  -0.5082
5 N 1.98945 0.27032 0.83811  -0.8058
6 N -2.21305 1.35416 1.75136  -0.5827
7 C 5.32514 -3.98943 1.85671  -0.6614
8 C -1.02430 0.71333 -0.10363  -0.1182
9 C -3.58351 3.12707 0.68831  -0.2530
10 C -3.90306 3.76328 -0.54608  -0.1803
11 C 2.51686 -3.14181 -0.39510  0.4044
12 C -1.92928 1.76392 -0.47852  -0.0362
13 C -1.31167 0.40485 1.33204  0.1750
14 C 4.28660 -3.34665 1.01016  0.3487
15 C -2.21378 2.42867 -1.66133  -0.1783
16 C 3.61108 -3.99872 0.03285  -0.3314
17 C -0.25726 0.01927 -1.03383  -0.0949
18 C -2.60530 2.13689 0.68160  0.1600
19 C 0.64087 -2.35324 -1.44280  0.6054
20 C -3.22809 3.41619 -1.69617  -0.0544
21 C 0.72347 -1.03608 -0.74678  -0.2727
22 C -0.84026 -0.62038 2.16358  -0.5113
23 C 1.76078 -0.93337 0.15652  0.4077
24 C -3.56095 4.10520 -2.99608  -0.6236
25 H 5.00925 -3.89625 2.92837  0.2418
26 H -4.62865 4.07966 -3.19250  0.2162
27 H 1.15780 0.85272 0.83075  0.4203
28 H 2.52939 0.22569 1.69718  0.3972
29 H -0.39985 0.29666 -2.05411  0.2218
30 H -1.17637 -0.66698 3.19192  0.2003
31 H -0.20243 -1.38057 1.75944  0.2099
32 H 6.29561 -3.49978 1.73640  0.2395
33 H 5.39226 -5.06411 1.56111  0.2480
34 H -3.08382 3.62735 -3.85865  0.2151
35 H -4.13114 3.29610 1.60595  0.2101
36 H -1.65869 2.14886 -2.54343  0.2080
37 H -4.70608 4.48894 -0.60358  0.2113
38 H -3.22490 5.14802 -2.96582  0.2160
39 H 3.78146 -5.01817 -0.31862  0.2525
40 H -2.75354 1.27058 2.60976  0.4088

**SMILES**: C=c1[nH]c2ccc(C)cc2/c1=C/c1c(N)n2oc(C)cc2nc1=O
**Calculated total energy**: -1064.93753 hartree
**Highest occupied orbital energy**: -7.1 eV
**Molar mass**: 320.4 g/mol
**Energy relative to the best compared isomer or geometry (same formula, charge and spin)**: 2.420 eV